# 1
{
  "formula": "C21H23N3O5S",
  "method": "ωB97M-V/def2-TZVPD",
  "elements": ["C", "C", "O", "H", "N", "C", "C", "H", "O", "H", "H", "H", "C", "H", "O", "N", "H", "C", "H", "C", "C", "H", "H", "H", "C", "S", "C", "O", "C", "H", "C", "H", "C", "H", "H", "C", "H", "H", "C", "C", "N", "C", "H", "H", "C", "H", "O", "C", "C", "H", "H", "C", "H"],
  "xyz": [[-1.97, 3.82, 0.56], [-0.37, -2.80, -0.17], [4.45, -1.88, 0.57], [4.84, 1.75, -1.75], [0.73, -3.50, 0.23], [2.14, -1.58, 0.10], [5.57, 1.14, -1.21], [-3.69, -3.15, -0.78], [-3.69, 0.53, -2.44], [-0.83, 2.61, 1.91], [5.69, 0.13, 0.71], [-1.70, -4.48, -0.06], [-2.59, -1.35, -0.98], [0.63, -4.48, 0.43], [1.14, 0.48, -0.54], [-4.38, 0.44, -0.03], [2.77, -3.52, 0.65], [-4.47, -0.95, 2.07], [-1.35, 4.69, 0.68], [-1.37, -0.72, -0.89], [-5.21, -0.17, 0.98], [7.87, 0.96, 0.28], [-4.69, 2.75, -1.15], [5.71, 0.19, -1.76], [-0.24, -1.43, -0.46], [-4.05, -0.40, -1.42], [-2.48, 1.53, 1.07], [6.75, 1.89, -1.21], [3.55, -1.10, 0.28], [2.93, 0.77, -0.18], [5.03, 0.83, 0.20], [-3.93, -0.28, 2.73], [1.93, -2.91, 0.35], [-5.82, 0.62, 1.44], [4.96, 1.77, 0.76], [-2.72, -2.70, -0.68], [-5.20, -1.50, 2.66], [-3.78, -1.66, 1.63], [-1.62, -3.43, -0.29], [-3.86, 2.74, -0.48], [3.73, 0.22, 0.13], [-3.06, 3.86, -0.31], [-1.27, 0.32, -1.15], [-2.23, 0.61, 1.59], [-3.57, 1.57, 0.22], [-3.28, 4.76, -0.85], [-5.13, -1.31, -1.65], [-1.69, 2.65, 1.24], [1.05, -0.73, -0.32], [8.00, 0.24, -1.35], [8.75, 1.83, -1.00], [7.90, 1.18, -0.80], [-5.87, -0.84, 0.43]],
  "max_force_ev_per_a": 1.09,
  "total_charge": 0,
  "homo_lumo_gap_ev": 8.8,
  "lumo_energy_ev": -0.2,
  "e_above_lowest_kj_mol": 233.5
}

=====

# 2
{
  "formula": "C21H23N3O6",
  "method": "ωB97M-V/def2-TZVPD",
  "elements": ["H", "H", "O", "O", "H", "C", "H", "O", "H", "C", "C", "H", "C", "C", "C", "H", "C", "C", "C", "N", "C", "N", "C", "H", "H", "O", "H", "H", "O", "C", "H", "H", "C", "H", "H", "H", "C", "C", "C", "C", "O", "N", "H", "H", "C", "H", "H", "C", "H", "H", "H", "C", "C"],
  "xyz": [[-2.26, -3.02, 6.72], [1.53, 0.54, 3.63], [-0.94, -1.34, 0.91], [-0.81, -1.64, 7.07], [-1.22, 1.67, 1.82], [-1.85, -2.29, 7.42], [2.48, 1.66, -1.97], [-0.29, 1.35, -5.17], [-1.22, -2.26, -1.21], [0.70, 0.19, 4.00], [-1.89, -0.89, 4.78], [1.07, -0.57, -6.31], [0.53, -0.21, 5.33], [-0.71, -0.98, 5.74], [-0.56, 0.89, 1.72], [-1.01, 1.57, -0.43], [-0.74, 0.81, -2.80], [-0.62, 0.54, -6.56], [2.66, 2.36, 0.05], [-1.09, 0.51, -0.48], [1.07, 2.26, 0.66], [0.99, 1.50, 1.51], [-1.03, 0.10, -1.79], [3.37, -0.14, -2.84], [1.80, 0.73, 1.58], [2.83, -0.30, 0.45], [-2.84, -1.48, 7.64], [-1.66, -2.63, 8.50], [-0.75, -1.67, -5.76], [-0.28, 0.18, 3.11], [-1.89, 0.74, -6.66], [3.24, 2.14, 0.98], [2.85, -0.79, -2.05], [-0.30, -1.02, -7.39], [-1.25, -2.93, -3.54], [-2.69, -0.44, 2.87], [-0.76, -0.95, -4.40], [-1.78, -0.26, 3.58], [-1.22, -2.00, -3.28], [-0.76, -0.18, 0.63], [0.17, 3.21, 0.26], [2.84, 1.56, -0.94], [-0.22, 1.46, -7.23], [-0.45, 1.96, -2.51], [-0.57, 0.47, -4.14], [1.81, -0.93, -2.50], [-2.73, -1.36, 5.15], [2.92, 0.15, -0.80], [3.13, -1.77, -1.80], [2.47, 3.53, -0.25], [1.26, -0.48, 5.98], [-1.28, -1.24, -1.98], [0.03, -0.73, -6.48]],
  "max_force_ev_per_a": 19.49,
  "total_charge": 0,
  "homo_lumo_gap_ev": 8.7,
  "lumo_energy_ev": 0.4,
  "e_above_lowest_kj_mol": 1688.8
}

=====

# 3
{
  "formula": "C21H23N3O6",
  "method": "ωB97M-V/def2-TZVPD",
  "elements": ["H", "C", "H", "C", "O", "H", "O", "C", "C", "H", "N", "C", "N", "C", "H", "H", "C", "C", "H", "H", "H", "C", "C", "C", "H", "C", "H", "H", "C", "H", "C", "H", "O", "C", "N", "H", "C", "C", "H", "H", "C", "O", "H", "H", "H", "H", "C", "H", "H", "O", "C", "O", "C"],
  "xyz": [[1.82, -3.81, 1.85], [-3.96, -0.59, -2.68], [4.90, 2.51, 1.50], [0.10, -2.79, 1.07], [0.51, 1.78, 2.06], [5.04, 0.97, -0.38], [-6.76, 2.81, -0.88], [-6.46, 2.10, -1.98], [-2.27, -1.71, -1.29], [-0.94, 1.31, 0.66], [-0.66, -2.72, -0.06], [-0.67, 1.11, 1.70], [3.05, -2.53, 0.00], [2.04, -3.37, -0.28], [-5.47, 0.45, -3.79], [-2.01, -2.32, -2.16], [1.77, 0.61, 0.33], [2.98, 0.42, -0.32], [2.10, -0.79, -1.86], [-3.25, -0.08, 0.58], [4.50, 3.14, 3.73], [-4.97, 0.33, -2.84], [-3.33, -0.74, -1.44], [1.65, 1.50, 1.39], [-3.65, -1.21, -3.52], [3.78, -1.85, -1.05], [3.67, -0.10, -2.28], [-1.44, 1.50, 2.35], [3.09, -0.55, -1.47], [0.81, -4.80, 0.75], [-5.37, 1.12, -1.76], [4.79, -1.65, -0.69], [-7.04, 2.26, -3.03], [-3.74, 0.05, -0.37], [-1.65, -1.82, -0.18], [0.89, 0.07, -0.01], [4.09, 1.11, 0.12], [2.80, 2.20, 1.83], [-5.07, 1.59, 0.30], [-0.59, 0.03, 1.85], [3.70, 3.79, 3.35], [1.75, -3.74, -1.41], [3.82, -2.53, -1.90], [3.31, 4.39, 4.17], [-0.39, -3.29, -0.87], [3.11, -2.13, 0.92], [1.23, -3.81, 0.93], [4.11, 4.45, 2.57], [-7.48, 3.44, -1.09], [-0.08, -2.11, 2.05], [-4.75, 0.98, -0.53], [2.61, 3.05, 2.88], [4.01, 1.99, 1.19]],
  "max_force_ev_per_a": 1.04,
  "total_charge": 0,
  "homo_lumo_gap_ev": 7.5,
  "lumo_energy_ev": -0.4,
  "e_above_lowest_kj_mol": 151.9
}